No. 1
{
  "formula": "C31H47BrF2I2N11O6PS",
  "method": "ωB97M-V/def2-TZVPD",
  "species": ["C", "C", "C", "F", "O", "C", "N", "C", "C", "O", "I", "C", "Br", "I", "O", "C", "C", "C", "C", "C", "O", "C", "P", "N", "S", "O", "O", "F", "H", "H", "H", "H", "H", "H", "H", "H", "H", "H", "H", "H", "H", "H", "H", "H", "H", "H", "H", "H", "C", "C", "N", "H", "H", "H", "C", "C", "N", "H", "H", "H", "C", "C", "N", "H", "H", "H", "C", "C", "N", "H", "H", "H", "C", "C", "N", "H", "H", "H", "C", "C", "N", "H", "H", "H", "C", "C", "N", "H", "H", "H", "C", "C", "N", "H", "H", "H", "C", "C", "N", "H", "H", "H"],
  "coordinates": [[2.1799, -2.6030, 2.3907], [2.3621, -2.2164, 1.3058], [2.4271, -1.6384, -0.0345], [2.5798, -0.3294, 0.1096], [1.3359, -2.0662, -0.7187], [0.7294, -1.1735, -1.6482], [-0.0875, -0.2297, -0.9183], [1.6878, -0.5660, -2.7140], [1.5435, 0.9323, -3.0759], [0.9704, 1.3386, -4.0000], [2.5899, 2.4102, -1.8427], [-0.3405, -2.1238, -2.3947], [0.7768, -3.6272, -3.1315], [-1.2989, -1.2275, -4.0826], [-1.1065, -2.7345, -1.4324], [-2.5225, -2.8689, -1.5658], [-3.2852, -1.6458, -1.0387], [-4.8284, -1.8542, -1.0135], [-5.3913, -1.4934, 0.3742], [-5.5644, 0.0144, 0.6079], [-4.7827, 0.8140, -0.2756], [-3.6940, 1.4255, 0.3875], [-2.9426, -4.2610, -0.3598], [-3.2624, -5.5900, -1.1513], [4.0416, -2.3756, -0.7297], [4.4093, -3.4449, 0.1048], [4.9901, -1.3318, -0.7157], [3.8200, -2.9314, -2.1682], [1.9770, -3.1039, 3.3139], [-0.8047, 0.1718, -1.5148], [0.4564, 0.5537, -0.5668], [2.7429, -0.6327, -2.4375], [1.6231, -1.0700, -3.6762], [-2.8876, -3.2572, -2.5165], [-2.9395, -1.4921, -0.0136], [-3.0796, -0.7172, -1.5689], [-5.2745, -1.1963, -1.7586], [-5.1304, -2.8745, -1.2581], [-4.7475, -1.8873, 1.1633], [-6.3587, -1.9871, 0.5014], [-5.2498, 0.2622, 1.6323], [-6.6080, 0.3060, 0.4879], [-4.0567, 2.3419, 0.8554], [-2.9164, 1.6575, -0.3309], [-3.2368, 0.7734, 1.1393], [-4.0138, -3.8737, 0.4720], [-1.7784, -4.4682, 0.4179], [-4.1931, -5.9197, -0.9190], [-6.4538, 4.1859, 2.9192], [-6.3222, 2.7392, 2.8781], [-6.2179, 1.5938, 2.8463], [-7.4320, 4.5031, 2.5634], [-6.3390, 4.5625, 3.9322], [-5.7014, 4.6724, 2.2975], [2.9786, 6.0995, -4.4293], [3.3240, 6.5062, -3.0736], [3.5982, 6.8182, -2.0017], [3.8690, 5.8918, -5.0197], [2.3687, 5.1959, -4.4259], [2.4185, 6.8733, -4.9471], [-1.4285, 4.9165, -3.4651], [-1.0287, 4.7021, -2.0840], [-0.7103, 4.5321, -0.9934], [-0.8911, 5.7579, -3.9026], [-1.2222, 4.0353, -4.0735], [-2.4947, 5.1287, -3.5380], [-0.2323, 4.9312, -7.4383], [1.0210, 5.6670, -7.3629], [2.0118, 6.2464, -7.3032], [-0.8738, 5.3269, -8.2244], [-0.0572, 3.8775, -7.6518], [-0.7820, 4.9925, -6.5001], [4.2615, -2.5129, 5.8100], [2.9125, -3.0560, 5.7659], [1.8468, -3.4787, 5.6932], [4.3451, -1.6069, 5.2115], [4.5537, -2.2570, 6.8274], [4.9933, -3.2262, 5.4289], [-8.7866, 2.2589, 6.1170], [-8.6869, 3.5964, 5.5532], [-8.6078, 4.6514, 5.1032], [-8.0195, 2.0925, 6.8719], [-9.7559, 2.1024, 6.5884], [-8.6639, 1.4984, 5.3466], [6.7463, -4.8670, 1.6440], [7.0186, -4.5304, 3.0331], [7.2340, -4.2613, 4.1306], [7.6590, -4.9246, 1.0600], [6.2462, -5.8303, 1.5585], [6.1044, -4.1233, 1.1764], [10.1045, -4.9962, -1.8684], [9.2942, -5.8494, -1.0127], [8.6540, -6.5226, -0.3357], [9.5776, -4.7487, -2.7889], [10.3548, -4.0616, -1.3679], [11.0378, -5.4865, -2.1417], [2.2101, 1.4419, 4.9890], [3.2476, 1.2131, 5.9841], [4.0663, 1.0291, 6.7685], [1.4546, 2.1327, 5.3604], [2.6270, 1.8657, 4.0762], [1.7074, 0.5120, 4.7236]],
  "total_charge": 0,
  "lumo_energy_ev": -0.58,
  "orbital_gap_ha": 0.2909,
  "largest_force_ha_per_bohr": 0.0696
}


No. 2
{
  "formula": "C31H47BrN2P2Sn",
  "method": "ωB97M-V/def2-TZVPD",
  "species": ["N", "C", "C", "C", "C", "C", "C", "Sn", "P", "C", "C", "C", "C", "C", "C", "C", "Br", "H", "H", "H", "H", "H", "H", "H", "H", "H", "H", "P", "C", "C", "H", "H", "H", "H", "H", "C", "C", "H", "H", "H", "H", "H", "C", "C", "H", "H", "H", "H", "H", "C", "C", "H", "H", "H", "H", "H", "C", "C", "H", "H", "H", "H", "H", "C", "C", "H", "H", "H", "H", "H", "C", "C", "C", "C", "N", "C", "C", "H", "H", "H", "H", "H", "H", "H"],
  "coordinates": [[8.2675, -3.0752, 6.7524], [7.3443, -4.0093, 6.5767], [6.2071, -3.8229, 5.7709], [6.0062, -2.5849, 5.0911], [6.9943, -1.5868, 5.3606], [8.1104, -1.9017, 6.1579], [4.8902, -2.3539, 4.1476], [1.3784, -0.0766, -1.7307], [0.5506, 1.0360, -5.3336], [4.7863, -1.2062, 3.4156], [3.7143, -0.8559, 2.5410], [4.0451, -0.0917, 1.4054], [3.1326, 0.0245, 0.3614], [1.8212, -0.4403, 0.5091], [1.4967, -1.1546, 1.6536], [2.4054, -1.3260, 2.7031], [-1.3451, 0.1536, -1.2781], [4.1693, -3.1783, 4.0285], [5.5949, -0.4787, 3.4004], [5.5049, -4.6507, 5.6852], [6.9391, -0.5634, 4.9685], [7.5118, -4.9562, 7.0917], [8.9000, -1.1777, 6.3189], [5.0574, 0.2940, 1.2719], [2.1185, -1.8693, 3.6131], [3.4992, 0.4156, -0.5997], [0.5414, -1.6102, 1.7757], [0.3395, 2.1379, 0.3646], [0.9430, -0.6962, -4.9981], [1.5337, -1.2789, -6.2953], [0.0019, -1.2034, -4.7402], [1.6240, -0.7751, -4.1335], [1.5187, -2.3711, -6.2720], [0.9478, -0.9482, -7.1626], [2.5674, -0.9495, -6.4517], [1.9823, 2.0325, -4.8507], [2.1016, 3.2272, -5.8006], [2.8647, 1.3866, -4.9455], [1.8814, 2.3207, -3.7971], [3.0756, 3.7073, -5.6920], [2.0008, 2.9107, -6.8442], [1.3284, 3.9768, -5.6129], [-0.9084, 1.6031, -4.4376], [-2.1523, 1.4391, -5.3234], [-0.7496, 2.6624, -4.1919], [-1.0028, 1.0523, -3.4840], [-3.0244, 1.8985, -4.8439], [-1.9996, 1.9316, -6.2938], [-2.3754, 0.3799, -5.5120], [-1.2244, 3.1563, 0.4635], [-1.4786, 4.1001, 1.6417], [-2.0334, 2.4164, 0.3882], [-1.2352, 3.7302, -0.4736], [-1.7015, 3.5628, 2.5758], [-0.6502, 4.8027, 1.8204], [-2.3675, 4.6997, 1.3905], [1.3758, 3.2577, -0.7174], [2.7720, 3.5835, -0.1844], [0.7738, 4.1809, -0.8162], [1.4253, 2.7885, -1.7228], [2.7129, 4.3381, 0.6191], [3.3048, 2.6949, 0.1986], [3.3694, 4.0143, -1.0047], [1.0745, 2.3994, 2.0437], [0.3441, 1.6857, 3.1743], [1.0947, 3.4856, 2.1983], [2.1063, 2.0303, 1.9879], [1.0699, 1.3825, 3.9383], [-0.3954, 2.3284, 3.6657], [-0.1595, 0.7726, 2.8380], [-4.7767, -2.9881, 2.6546], [-3.5986, -2.3095, 2.0373], [-2.6989, -3.0381, 1.2515], [-1.5285, -2.3985, 0.8533], [-1.2606, -1.1755, 1.3043], [-2.1774, -0.3957, 1.8503], [-3.3843, -0.9518, 2.2816], [-5.4247, -3.4226, 1.8855], [-4.4540, -3.7973, 3.3222], [-5.3418, -2.2585, 3.2376], [-2.8725, -4.0840, 0.9897], [-0.8210, -2.8699, 0.1626], [-1.9799, 0.6791, 1.9318], [-4.0937, -0.3365, 2.8224]],
  "de_lowest_kj_mol": 454.6,
  "total_charge": 4,
  "lumo_energy_ev": [-14.52, -14.54],
  "orbital_gap_ha": [0.1254, 0.1232],
  "largest_force_ha_per_bohr": 0.0765
}


No. 3
{
  "formula": "C31H47Cl2IN5O3P2RbS2",
  "method": "ωB97M-V/def2-TZVPD",
  "species": ["Rb", "Cl", "C", "Cl", "H", "H", "S", "C", "C", "C", "C", "N", "C", "C", "C", "S", "C", "N", "H", "H", "C", "C", "N", "H", "H", "H", "I", "C", "C", "C", "C", "N", "C", "H", "H", "H", "H", "C", "O", "P", "O", "C", "O", "C", "H", "H", "H", "H", "H", "H", "H", "H", "H", "C", "C", "C", "C", "P", "N", "C", "C", "C", "C", "C", "C", "C", "C", "H", "H", "H", "H", "H", "H", "H", "H", "H", "H", "H", "H", "H", "H", "H", "H", "H", "H", "H", "H", "H", "H", "H", "H", "H", "H", "H"],
  "coordinates": [[1.3106, 0.6405, -0.5367], [0.2477, 2.9615, -2.7596], [-0.4380, 1.3612, -3.1826], [0.8655, 0.2201, -3.5832], [-1.0655, 1.4955, -4.0569], [-0.9712, 0.9831, -2.2824], [5.0167, -1.1239, 0.7623], [4.2543, -2.5025, 0.0247], [4.0550, -3.6651, 0.7773], [3.4568, -4.8117, 0.2673], [3.2912, -5.9579, 1.1126], [3.1613, -6.8661, 1.8108], [3.0235, -4.8125, -1.0664], [3.2114, -3.6732, -1.8374], [3.8078, -2.5039, -1.3461], [3.9772, -1.1133, -2.3604], [2.4016, -5.9684, -1.6461], [1.9079, -6.8966, -2.1192], [4.3935, -3.6673, 1.8077], [2.8792, -3.6743, -2.8677], [2.6711, -0.3873, 3.2530], [2.8768, 0.9694, 2.7689], [3.0287, 2.0415, 2.3873], [1.6352, -0.6802, 3.0838], [2.8894, -0.4330, 4.3195], [3.3513, -1.0413, 2.6932], [5.2899, 5.4530, -4.3965], [5.0730, 3.8636, -3.0573], [6.1027, 2.9477, -2.8732], [5.9032, 1.9240, -1.9713], [4.6928, 1.8560, -1.2842], [3.7080, 2.7287, -1.4830], [3.8933, 3.7180, -2.3539], [7.0264, 3.0321, -3.4305], [6.6428, 1.1549, -1.8022], [4.5375, 1.0567, -0.5678], [3.0669, 4.4035, -2.5010], [-1.7550, 3.7193, -0.0971], [-0.6550, 4.4036, 0.5026], [0.5983, 3.4579, 0.9892], [-0.0547, 2.7660, 2.3097], [-0.6307, 3.5337, 3.3526], [1.4290, 4.6882, 1.6555], [2.7375, 4.9480, 1.1638], [-2.6350, 3.8723, 0.5324], [-1.5701, 2.6456, -0.2149], [-1.9362, 4.1483, -1.0840], [-1.4547, 2.9560, 3.7738], [-1.0092, 4.4881, 2.9818], [0.1184, 3.7199, 4.1248], [3.3399, 5.2935, 2.0032], [2.6952, 5.7282, 0.4002], [3.1925, 4.0491, 0.7471], [-1.4553, -2.4482, -1.9588], [-2.8031, -1.9892, -1.3796], [-3.5984, -3.2236, -0.9504], [-3.5503, -1.3184, -2.5429], [-2.4562, -0.6369, -0.0719], [-1.4054, 0.3856, -0.5189], [-4.1484, 0.2089, 0.3010], [-5.3971, -0.6625, 0.4492], [-4.3955, 1.2465, -0.8083], [-3.9739, 1.0122, 1.5990], [-1.9495, -1.5568, 1.5340], [-3.0215, -2.3517, 2.2838], [-0.8091, -2.5231, 1.1786], [-1.3380, -0.5251, 2.4957], [-1.6272, -2.9426, -2.9190], [-0.9336, -3.1575, -1.3219], [-0.7971, -1.5977, -2.1272], [-3.8088, -3.8337, -1.8362], [-4.5543, -2.9773, -0.4913], [-3.0409, -3.8538, -0.2593], [-3.5206, -1.9846, -3.4093], [-3.0777, -0.3776, -2.8235], [-4.5971, -1.1253, -2.3152], [-5.6804, -1.1425, -0.4867], [-6.2401, -0.0302, 0.7539], [-5.2849, -1.4379, 1.2048], [-4.8777, 0.8150, -1.6830], [-3.4491, 1.6907, -1.1174], [-5.0505, 2.0371, -0.4300], [-3.9805, 0.3790, 2.4840], [-4.8087, 1.7151, 1.6955], [-3.0447, 1.5815, 1.5877], [-3.5259, -3.0827, 1.6543], [-3.7778, -1.7074, 2.7300], [-2.5461, -2.9034, 3.1024], [-1.1508, -3.4021, 0.6358], [-0.3411, -2.8773, 2.1016], [-0.0378, -2.0370, 0.5799], [-2.0871, 0.0284, 3.0586], [-0.7342, 0.2032, 1.9539], [-0.7091, -1.0471, 3.2232]],
  "de_lowest_kj_mol": 65.5,
  "total_charge": -2,
  "lumo_energy_ev": 3.16,
  "orbital_gap_ha": 0.1629,
  "largest_force_ha_per_bohr": 0.0201
}